[1]
The following is a quantum chemistry calculation of a structure of composition C22H15B3InN5O24, from the OMol25 dataset.

Summary:
HOMO level, Eh: -0.3667
F_max, eV/A: 8.9
Orbital gap, eV: 1.62
Spin multiplicity: 1
LUMO level, eV: -8.4

Geometry (Å):
In: -11.0867 1.1710 4.6922
O: -4.2214 -0.8517 2.9636
C: -3.0317 -1.3137 2.8943
O: -2.3286 -1.4313 1.7743
B: -0.8895 -1.6847 2.1329
O: -0.8032 -1.7784 3.5726
C: -2.0283 -1.5925 4.0452
O: -2.4115 -1.6357 5.2265
O: -0.0716 -0.6450 1.5233
C: 0.8467 -1.1696 0.6607
O: 1.6118 -0.5514 -0.1179
C: 0.6966 -2.6548 0.6842
O: -0.4021 -2.9543 1.4763
O: 1.3776 -3.4050 -0.0265
O: -0.7646 3.9156 -2.7545
C: -1.9667 3.6722 -3.0061
O: -3.0535 4.2423 -2.4404
B: -4.2705 3.5335 -2.9265
O: -3.8066 2.5904 -3.9817
C: -2.4825 2.7723 -4.1058
O: -1.7804 2.0866 -4.8622
O: -5.3788 4.3665 -3.4617
C: -6.4712 4.1186 -2.8791
O: -7.5447 4.7390 -3.0046
C: -6.2146 2.9821 -1.8557
O: -4.9121 2.7005 -1.8567
O: -7.1661 2.6259 -1.0910
O: -4.3898 8.1511 4.3719
C: -3.7291 7.1393 4.6907
O: -2.4537 7.0897 5.1188
B: -1.9967 5.6682 5.1072
O: -3.2641 4.8738 5.2015
C: -4.2292 5.6378 4.7075
O: -5.3774 5.3192 4.4960
O: -1.1258 5.2771 6.1535
C: 0.0301 4.8777 5.6840
O: 0.9923 4.5419 6.3843
C: -0.0827 4.9341 4.1527
O: -1.2100 5.3480 3.8804
O: 0.8950 4.6566 3.4099
C: 4.4223 -8.1828 2.6587
C: 4.0959 -9.5692 3.1539
N: 3.8322 -10.6014 3.5154
H: 4.9189 -8.2844 1.6937
H: 4.9516 -7.5800 3.3966
H: 3.5061 -7.6376 2.4319
C: 6.8011 -3.6988 -5.2060
C: 7.4011 -2.5956 -4.3877
N: 7.8589 -1.7072 -3.6511
H: 7.0249 -4.6748 -4.7752
H: 7.1269 -3.5557 -6.2362
H: 5.7261 -3.5286 -5.2644
C: -4.7214 -4.1522 -2.9669
C: -4.6484 -5.3860 -3.8543
N: -4.6182 -6.4108 -4.3653
H: -5.6873 -3.6486 -2.9285
H: -3.9977 -3.4745 -3.4198
H: -4.4429 -4.5303 -1.9833
C: 5.6512 2.1042 -9.8958
C: 5.4977 2.0531 -8.4246
N: 5.3223 1.9403 -7.2821
H: 4.7872 1.5156 -10.2039
H: 6.5741 1.6899 -10.3016
H: 5.5614 3.1067 -10.3142
C: 4.9953 -2.0247 5.6971
C: 5.7780 -1.3296 4.6077
N: 6.3007 -0.7099 3.8219
H: 4.5729 -2.9706 5.3582
H: 4.2389 -1.2852 5.9599
H: 5.6649 -2.2343 6.5313

***

[2]
The following is a quantum chemistry calculation of an isolated molecule of C22H15Cl2N5O2S, from the OMol25 dataset.

Summary:
HOMO level, Eh: -0.3141
Relative energy (zero: lowest compared OMol25 entry of this formula, charge and spin), eV: 2.1962
F_max, eV/A: 5.7
Orbital gap, eV: 8.18
Spin multiplicity: 1
LUMO level, eV: -0.4
SMILES string: Cc1ccc(-c2nn3c(C)nnc3s2)cc1NC(=O)c1ccc(-c2ccc(Cl)cc2Cl)o1

Geometry (Å):
C: 2.0770 -0.9986 0.4139
C: 2.0755 0.5393 0.6086
C: 3.0393 0.9967 1.5274
C: 2.8205 2.3122 1.9099
C: 1.8387 3.1943 1.4767
C: 1.6822 4.4800 1.9863
N: 0.3803 4.8104 2.2956
N: 0.4071 5.9442 3.0903
C: -0.5359 6.7622 3.6557
C: -2.0686 6.5092 3.6696
N: 0.0748 7.8089 4.2064
N: 1.4983 7.5313 3.9179
C: 1.5842 6.4252 3.3015
S: 2.9644 5.5462 2.6301
C: 0.9177 2.6782 0.6132
C: 0.9550 1.3250 0.2621
N: -0.0978 0.6560 -0.4349
C: -1.4055 0.8735 -0.2016
O: -1.9984 1.7909 0.3392
C: -2.1662 -0.4093 -0.6017
C: -3.5599 -0.4919 -0.4481
C: -3.8645 -1.8141 -0.7661
C: -2.7752 -2.4519 -1.1144
C: -2.6793 -3.8692 -1.5568
C: -3.7016 -4.8154 -1.2655
C: -3.5035 -6.1671 -1.4465
C: -2.3273 -6.7044 -2.0301
Cl: -2.1719 -8.4391 -2.1960
C: -1.2510 -5.8714 -2.3131
C: -1.4690 -4.4371 -2.1158
Cl: -0.1487 -3.4288 -2.6004
O: -1.6971 -1.6197 -1.0459
H: 2.5739 -1.5600 1.2654
H: 1.0715 -1.4340 0.3603
H: 2.5360 -1.2778 -0.5657
H: 3.7777 0.3729 2.0107
H: 3.5040 2.6571 2.7807
H: -2.2636 5.5146 4.2006
H: -2.5264 6.4509 2.6555
H: -2.3985 7.2758 4.2745
H: 0.0506 3.2365 0.3858
H: -0.0004 -0.2809 -0.7176
H: -4.2136 0.2775 0.0893
H: -4.8277 -2.1903 -0.8127
H: -4.5798 -4.5659 -0.7299
H: -4.1789 -7.0691 -1.1361
H: -0.3147 -6.2211 -2.6578

***

[3]
The following is a quantum chemistry calculation of a structure of composition C22H15Co2N2O7, from the OMol25 dataset.

Summary:
HOMO level, Eh: -0.1284
Total charge: -1
Relative energy (zero: lowest compared OMol25 entry of this formula, charge and spin), eV: 2.0663
F_max, eV/A: 3.6
Orbital gap, eV: 5.79
Spin multiplicity: 1
LUMO level, eV: 2.3

Geometry (Å):
O: -0.7060 -3.8460 1.5574
C: -0.2368 -3.0678 0.8040
Co: 0.9702 -1.9806 -0.0610
C: 1.7811 -0.6820 0.7737
O: 2.3367 0.2351 1.2222
C: 2.1740 -3.1676 -0.4508
O: 2.9442 -4.0093 -0.7023
C: 0.1414 -1.3146 -2.0076
C: 1.3138 -0.9456 -2.8030
C: 1.9867 0.2879 -2.6043
C: 3.1358 0.5863 -3.3357
C: 3.6110 -0.3274 -4.2876
C: 2.9510 -1.5479 -4.4966
C: 1.8233 -1.8591 -3.7474
C: -0.8907 -2.1906 -1.8342
C: -1.0997 -3.3260 -1.0557
Co: -1.6048 -0.5616 -2.0515
C: -2.7005 -0.6008 -3.4313
O: -3.5385 -0.6100 -4.2205
C: -1.1627 1.1553 -2.1064
O: -0.9050 2.2810 -2.1654
C: -2.8229 -1.0604 -0.8451
O: -3.5665 -1.5368 -0.0956
H: 1.6020 0.9954 -1.8640
H: 3.6444 1.5448 -3.1845
H: 4.5097 -0.0909 -4.8622
H: 3.3276 -2.2632 -5.2312
H: 1.2864 -2.7949 -3.8928
H: -2.1282 -3.5100 -0.7621
H: -0.4752 -4.2183 -1.2375
C: -0.7095 4.8456 4.9909
C: -1.1178 3.9670 3.8372
O: -1.6102 4.3962 2.8005
N: -0.8660 2.6254 4.0875
C: -1.0396 1.5694 3.1952
C: -0.5766 0.2717 3.5105
C: -0.6383 -0.7242 2.5305
N: -1.0921 -0.5319 1.2644
C: -1.6357 0.6775 1.0393
C: -1.6326 1.7484 1.9403
H: -1.2724 4.5810 5.8941
H: 0.3634 4.7428 5.1949
H: -0.9215 5.8829 4.7351
H: -0.4147 2.4387 4.9692
H: -0.1339 0.0452 4.4851
H: -0.2505 -1.7117 2.7817
H: -2.1194 0.8892 0.0816
H: -2.0346 2.7123 1.6410

***

[4]
The following is a quantum chemistry calculation of a structure of composition C22H15N3O6Pd, from the OMol25 dataset.

Summary:
HOMO level (spin up / spin down), Eh: -0.3180 / -0.3162
Relative energy (zero: lowest compared OMol25 entry of this formula, charge and spin), eV: 1.0019
F_max, eV/A: 0.8
Orbital gap (spin up / spin down), eV: 7.46 / 7.51
Spin multiplicity: 1
LUMO level (spin up / spin down), eV: -1.2 / -1.1

Geometry (Å):
Pd: -0.1961 0.4211 0.1015
O: 2.2578 -2.2461 2.5728
C: 1.6038 -1.3622 1.8211
O: 1.2056 -1.5858 0.7049
C: 1.5180 -0.0078 2.4536
C: 2.0593 0.3268 3.6741
C: 1.8852 1.6289 4.1386
C: 1.1879 2.5402 3.3732
C: 0.6686 2.1348 2.1508
N: 0.8429 0.8884 1.7241
C: -0.1294 3.0515 1.2365
O: -0.3389 4.1860 1.6189
O: -0.4909 2.5116 0.1252
H: 2.2832 -3.0798 2.0778
H: 2.5950 -0.4181 4.2433
H: 2.2941 1.9182 5.0974
H: 1.0126 3.5621 3.6785
O: -1.6698 0.0250 -1.3182
C: -2.4974 -0.3437 -0.4236
N: -3.8403 -0.4061 -0.5346
C: -4.4131 -0.4789 0.8155
C: -3.1061 -0.6864 1.6586
O: -3.0854 -0.8146 2.8575
N: -2.0371 -0.6588 0.8008
C: -5.3446 -1.6610 1.0060
C: -5.8649 -1.9148 2.2740
C: -6.7131 -2.9897 2.4790
C: -7.0561 -3.8246 1.4217
C: -6.5363 -3.5792 0.1615
C: -5.6807 -2.5026 -0.0446
C: -5.0400 0.8726 1.1612
C: -4.2075 1.9778 1.3364
C: -4.7404 3.2324 1.5771
C: -6.1187 3.3993 1.6461
C: -6.9525 2.3080 1.4664
C: -6.4160 1.0483 1.2227
H: -4.3026 0.1106 -1.2660
H: -5.5917 -1.2691 3.0985
H: -7.1092 -3.1774 3.4690
H: -7.7224 -4.6623 1.5831
H: -6.7927 -4.2254 -0.6682
H: -5.2687 -2.3251 -1.0289
H: -3.1289 1.8697 1.2775
H: -4.0744 4.0755 1.7092
H: -6.5387 4.3785 1.8371
H: -8.0269 2.4315 1.5135
H: -7.0752 0.2019 1.0848

***

[5]
The following is a quantum chemistry calculation of a structure of composition C22H16AuBrF3O8S2Te, from the OMol25 dataset.

Summary:
HOMO level (spin up / spin down), Eh: -0.1974 / -0.2430
Total charge: -1
F_max, eV/A: 0.5
Orbital gap (spin up / spin down), eV: 7.23 / 6.23
Spin multiplicity: 3
LUMO level (spin up / spin down), eV: 1.9 / -0.4

Geometry (Å):
Au: 0.8555 1.9877 1.2913
O: -0.2011 -2.7446 1.6559
S: 0.7084 -1.6559 1.3490
O: 0.9409 -1.5547 -0.1093
O: 0.2791 -0.3805 1.9177
C: 2.2556 -2.0388 2.1624
C: 2.3534 -3.3384 2.6416
C: 3.4066 -3.7178 3.4602
C: 4.3597 -2.7831 3.8209
C: 4.2829 -1.4920 3.3198
C: 3.2483 -1.1035 2.4799
S: 3.4076 0.5642 1.8024
O: 2.8609 0.4962 0.4573
O: 4.8116 0.8545 1.9004
O: 2.5521 1.4387 2.6580
H: 1.5692 -4.0383 2.3921
H: 3.4655 -4.7355 3.8245
H: 5.1706 -3.0536 4.4851
H: 5.0498 -0.7655 3.5477
C: -2.3265 -0.2046 -2.6298
Te: -1.4025 -0.5579 -0.7427
C: -1.7715 -2.6007 -1.1561
C: -2.6767 -2.6681 -2.3566
C: -3.2505 -3.8708 -2.7628
C: -4.0672 -3.9180 -3.8790
C: -4.3179 -2.7606 -4.6057
C: -3.7538 -1.5608 -4.2084
C: -2.9374 -1.5060 -3.0815
H: -1.5760 0.1752 -3.3244
H: -3.0608 0.5902 -2.4894
H: -2.1886 -3.0538 -0.2575
H: -0.7941 -3.0571 -1.3179
H: -3.0521 -4.7720 -2.1955
H: -4.5124 -4.8566 -4.1827
H: -4.9576 -2.7934 -5.4781
H: -3.9483 -0.6547 -4.7693
F: 1.8239 5.8705 4.2199
C: 2.0557 4.6592 3.6591
F: 1.1833 3.8074 4.2185
F: 3.2828 4.2831 4.0374
C: 1.9247 4.7642 2.1067
O: 2.7584 5.4527 1.5561
O: 0.9044 4.1777 1.6066
Br: -2.9347 4.0559 -3.8376
C: -1.9120 3.3911 -2.3757
C: -0.6493 2.8792 -2.6068
C: 0.0826 2.3826 -1.5324
C: -0.4295 2.3872 -0.2313
C: -1.6989 2.9350 -0.0383
C: -2.4490 3.4263 -1.0998
H: -0.2345 2.8759 -3.6063
H: 1.0680 1.9688 -1.7180
H: -2.1250 2.9714 0.9568
H: -3.4340 3.8423 -0.9345

***

[6]
The following is a quantum chemistry calculation of a structure of composition C22H16BrCl2I2MnN4O2S2, from the OMol25 dataset.

Summary:
HOMO level (spin up / spin down), Eh: -0.3028 / -0.3033
Relative energy (zero: lowest compared OMol25 entry of this formula, charge and spin), eV: 0.0000
F_max, eV/A: 0.5
Orbital gap (spin up / spin down), eV: 5.95 / 5.98
Spin multiplicity: 5
LUMO level (spin up / spin down), eV: -2.3 / -2.3

Geometry (Å):
Mn: -0.9277 0.4664 -0.1377
N: 6.1994 -1.3500 2.2723
C: 4.8180 -1.4550 2.2750
C: 4.0837 -1.1295 3.4185
C: 2.7097 -1.2832 3.4408
C: 2.0519 -1.7618 2.3171
C: 2.7709 -2.1019 1.1769
C: 4.1432 -1.9498 1.1534
S: 0.2988 -1.9095 2.3023
O: -0.1617 -2.0916 3.6458
O: -0.0347 -2.8816 1.2979
N: -0.2082 -0.4804 1.6935
C: -0.2470 0.6567 2.4182
N: -0.7551 1.6693 1.6623
C: -0.8785 2.8729 2.2034
C: -0.4979 3.1074 3.5083
C: 0.0379 2.0213 4.1939
N: 0.1750 0.8093 3.6779
H: 6.6004 -0.7269 2.9522
H: 6.6417 -1.2963 1.3707
H: 4.6018 -0.7654 4.2981
H: 2.1332 -1.0346 4.3212
H: 2.2451 -2.5091 0.3210
H: 4.7066 -2.2310 0.2711
H: -1.2960 3.6482 1.5713
H: -0.6012 4.0788 3.9660
H: 0.3782 2.1375 5.2183
Cl: -1.6323 2.7144 -1.4985
C: -3.1018 2.0663 -2.2255
C: -3.5679 2.7260 -3.3455
C: -4.7334 2.2848 -3.9489
C: -5.4065 1.1931 -3.4213
C: -4.9112 0.5435 -2.3030
Cl: -5.8018 -0.8111 -1.6969
C: -3.7331 0.9484 -1.6563
S: -3.1793 0.0922 -0.2285
H: -3.0239 3.5767 -3.7312
H: -5.1160 2.7900 -4.8247
H: -6.3194 0.8319 -3.8734
I: 2.0746 1.2255 -0.4882
I: 2.0827 3.7838 0.1932
Br: 0.4694 -3.4105 -5.3746
C: 0.0202 -2.3052 -3.9021
C: -0.3625 -2.8885 -2.7051
C: -0.6976 -2.0777 -1.6290
C: -0.6265 -0.6931 -1.7471
C: -0.2536 -0.1255 -2.9636
C: 0.0756 -0.9308 -4.0479
H: -0.4077 -3.9650 -2.6128
H: -0.9920 -2.5377 -0.6967
H: -0.2131 0.9498 -3.0904
H: 0.3695 -0.4917 -4.9916